The following is a DFT calculation (ωB97M-V with the def2-TZVPD basis set) of a 3-piece molecular cluster, C35H86BN10O9P2 overall at a distorted geometry.

Each line ends with the Mulliken charge.
Cartesian coordinates (Å):
C 8.440 -0.538 5.113  -0.175
C 9.585 -0.960 4.176  -0.543
O 9.686 -0.093 3.052  -0.396
C 8.845 -0.532 1.981  -0.089
C 8.376 0.708 1.196  -1.462
C 7.051 1.269 1.793  0.551
C 5.831 0.864 0.937  -1.106
C 4.647 1.840 1.057  -0.575
N 4.085 2.059 2.412  1.498
C 3.675 3.470 2.721  1.515
C 3.512 4.425 1.507  -1.663
C 4.784 5.283 1.248  0.303
C 4.908 5.722 -0.219  -1.673
O 4.672 6.425 2.094  -0.570
C 2.354 3.665 3.495  -2.515
N 1.908 2.640 4.450  0.195
C 0.441 2.628 4.383  -1.043
C 2.572 1.356 4.333  0.855
C 1.818 0.176 4.995  -1.034
C 2.571 -0.630 6.108  -0.384
C 2.346 -0.079 7.538  -0.815
O 3.373 -0.482 8.428  -0.471
C 4.573 0.244 8.234  -0.313
O 3.835 1.540 5.095  -0.233
N 3.715 2.499 6.115  0.228
O 4.641 3.214 6.090  -0.410
C 3.124 1.001 2.887  0.188
C 1.886 0.831 1.975  -2.011
C 2.013 -0.131 0.767  -0.935
N 1.193 0.423 -0.338  -0.536
B 3.862 -0.408 3.161  -0.060
O 5.176 -0.443 3.610  0.561
O 3.213 -1.612 3.040  -1.040
C 3.958 -2.637 2.348  -0.030
C 4.201 -3.818 3.310  -1.185
H 8.518 0.512 5.408  0.306
H 8.389 -1.178 6.001  0.438
H 7.502 -0.662 4.555  -0.480
H 9.439 -2.007 3.875  0.325
H 10.526 -0.877 4.730  0.372
H 7.954 -1.024 2.402  0.093
H 9.434 -1.219 1.358  0.357
H 9.179 1.450 1.267  0.496
H 8.262 0.474 0.130  0.448
H 7.130 2.365 1.730  -0.080
H 7.006 0.910 2.824  0.006
H 6.178 0.987 -0.100  1.001
H 5.574 -0.201 0.994  -0.379
H 3.895 1.691 0.281  0.245
H 5.158 2.748 0.712  0.340
H 4.893 1.899 3.035  0.736
H 4.466 3.942 3.316  0.275
H 2.744 5.180 1.708  0.808
H 3.166 3.916 0.601  0.194
H 5.651 4.692 1.585  0.512
H 5.954 5.815 -0.536  0.357
H 4.496 6.734 -0.294  0.426
H 4.416 5.049 -0.927  0.323
H 5.510 6.566 2.552  0.372
H 1.554 3.795 2.750  0.816
H 2.429 4.627 4.019  0.290
H 0.114 3.675 4.397  0.452
H 0.007 2.190 3.474  0.345
H -0.041 2.207 5.268  0.376
H 0.950 0.506 5.581  0.560
H 1.355 -0.508 4.278  0.224
H 2.054 -1.600 6.094  0.533
H 3.610 -0.863 5.869  -0.064
H 1.448 -0.574 7.928  0.430
H 2.143 1.001 7.583  0.451
H 4.393 1.315 8.401  0.263
H 5.317 -0.114 8.950  0.342
H 4.980 0.085 7.223  -0.080
H 1.651 1.823 1.562  0.228
H 0.990 0.531 2.520  0.887
H 3.044 -0.250 0.401  0.423
H 1.655 -1.136 1.003  0.517
H 1.771 0.668 -1.129  0.225
H 0.479 -0.250 -0.583  0.096
H 5.238 -1.046 4.367  0.119
H 3.297 -3.009 1.554  0.523
H 4.862 -2.280 1.848  -0.027
H 3.800 -3.587 4.304  0.241
H 3.666 -4.718 2.991  0.331
H 5.256 -4.077 3.448  0.335
O -2.162 -3.226 -0.920  -0.831
P -3.037 -2.953 -2.135  0.843
N -2.290 -4.057 -3.204  0.145
C -1.889 -3.871 -4.578  -0.880
C -2.657 -5.445 -2.955  -1.126
N -2.523 -1.290 -2.338  0.234
C -1.291 -0.970 -3.034  -1.264
C -2.563 -0.541 -1.088  -1.186
N -4.434 -2.679 -3.202  0.028
C -4.463 -1.663 -4.235  -0.782
C -5.691 -2.603 -2.432  -0.877
H -2.727 -3.973 -5.285  0.314
H -1.143 -4.623 -4.848  0.378
H -1.399 -2.915 -4.748  0.171
H -3.627 -5.692 -3.409  0.324
H -2.724 -5.640 -1.882  0.327
H -1.902 -6.127 -3.349  0.359
H -0.447 -1.595 -2.706  0.334
H -1.019 0.078 -2.885  0.419
H -1.412 -1.062 -4.115  0.317
H -1.682 -0.743 -0.465  0.273
H -3.450 -0.797 -0.504  0.380
H -2.610 0.532 -1.287  0.403
H -4.503 -0.644 -3.837  0.264
H -5.357 -1.822 -4.845  0.399
H -3.618 -1.741 -4.918  0.191
H -5.758 -1.667 -1.862  0.334
H -5.752 -3.435 -1.722  0.324
H -6.560 -2.674 -3.088  0.205
O -8.401 -1.093 -4.605  -0.646
P -9.545 -0.844 -5.576  0.730
N -9.003 -1.875 -6.828  0.248
C -8.940 -1.633 -8.250  -0.914
C -9.224 -3.288 -6.554  -1.211
N -9.190 0.847 -5.834  0.163
C -8.171 1.257 -6.788  -1.044
C -8.984 1.569 -4.577  -1.086
N -11.168 -0.636 -6.287  -0.046
C -11.485 0.399 -7.249  -0.860
C -12.213 -0.656 -5.246  -1.043
H -9.911 -1.772 -8.750  0.327
H -8.235 -2.330 -8.710  0.365
H -8.558 -0.645 -8.492  0.183
H -10.257 -3.586 -6.782  0.306
H -9.031 -3.511 -5.501  0.313
H -8.542 -3.912 -7.134  0.384
H -7.239 0.685 -6.688  0.260
H -7.936 2.316 -6.665  0.374
H -8.535 1.176 -7.813  0.277
H -7.976 1.417 -4.175  0.271
H -9.699 1.242 -3.817  0.353
H -9.141 2.639 -4.729  0.356
H -11.485 1.405 -6.816  0.298
H -12.484 0.203 -7.647  0.392
H -10.815 0.388 -8.107  0.246
H -12.200 0.261 -4.641  0.344
H -12.060 -1.505 -4.573  0.326
H -13.205 -0.768 -5.686  0.359

Cartesian forces (eV/Å) of the 3 atoms listed first:
-0.2 -0.2 -0.6
0.1 0.4 0.9
-0.6 -0.4 0.0

electronic energy: -3316.96937 Eh
Kohn-Sham gap: 7.00 eV
net charge: +1

The following is a DFT calculation (ωB97M-V with the def2-TZVPD basis set) of C35H93BaNO19 as an isolated structure at a distorted geometry.

Each line ends with the Mulliken charge.
Cartesian coordinates (Å):
Ba -0.960 -0.413 -0.017  -4.370
O 3.781 0.657 -0.835  -0.403
C 2.907 -0.267 -0.329  -0.639
O 3.147 -1.477 -0.484  -1.165
O 1.801 0.124 0.165  1.221
H 4.542 0.166 -1.153  0.312
O -5.224 -2.116 0.014  -0.544
C -4.110 -1.480 -0.065  -0.030
O -3.608 -0.824 0.877  0.200
O -3.414 -1.555 -1.066  -0.153
H -5.235 -2.523 -0.855  0.356
C 3.932 -5.913 0.804  -1.250
C 4.139 -4.443 0.580  -0.126
O 3.235 -3.741 1.317  -0.372
H 3.901 -6.316 1.817  0.286
H 4.789 -6.408 0.349  0.412
H 3.031 -6.308 0.334  0.241
H 3.899 -4.261 -0.467  0.124
H 5.164 -4.126 0.769  0.406
H 3.119 -2.920 0.832  0.201
C -1.981 -3.276 -5.232  -1.083
C -2.761 -3.099 -3.929  0.566
O -2.818 -1.730 -3.683  -0.649
H -0.950 -3.001 -5.007  0.098
H -2.158 -2.512 -5.989  0.321
H -2.133 -4.281 -5.627  0.357
H -2.256 -3.519 -3.059  -0.410
H -3.765 -3.515 -4.010  0.402
H -3.243 -1.598 -2.833  0.414
C -1.198 3.357 3.379  -1.319
C -1.555 1.928 3.229  -0.278
O -0.781 1.296 2.170  1.948
H -1.516 3.957 2.527  0.099
H -0.121 3.475 3.499  0.274
H -1.733 3.771 4.234  0.456
H -2.615 1.717 3.085  0.203
H -1.283 1.429 4.160  0.498
H 0.091 1.255 2.569  -0.269
C -6.250 1.897 3.848  -1.302
C -5.862 0.827 2.824  0.318
O -4.758 0.166 3.351  -0.574
H -7.189 2.377 3.573  0.400
H -5.556 2.736 3.901  0.268
H -6.376 1.445 4.832  0.297
H -5.600 1.088 1.799  -0.099
H -6.678 0.112 2.727  0.340
H -4.412 -0.423 2.678  0.115
C 1.431 -0.209 -4.336  -1.101
C 0.257 0.487 -3.668  0.157
O -0.440 -0.407 -2.761  0.645
H 0.991 -0.965 -4.987  0.402
H 2.061 -0.779 -3.654  -0.013
H 2.033 0.393 -5.016  0.435
H -0.441 1.047 -4.291  0.562
H 0.653 1.229 -2.974  -0.414
H -1.193 -0.676 -3.293  -0.153
C -1.639 5.706 -1.662  -1.146
C -0.598 5.198 -2.640  0.621
O -0.405 3.808 -2.294  -0.656
H -1.715 6.790 -1.584  0.407
H -1.431 5.387 -0.641  0.069
H -2.583 5.305 -2.032  0.334
H 0.399 5.623 -2.524  -0.504
H -0.865 5.301 -3.692  0.411
H 0.491 3.661 -1.982  0.108
C 1.417 -3.711 -2.773  -1.300
C 0.656 -3.871 -1.453  0.530
O 0.580 -2.522 -0.912  3.050
H 2.292 -3.066 -2.701  0.226
H 0.809 -3.178 -3.504  -0.183
H 1.803 -4.638 -3.198  0.491
H 1.170 -4.539 -0.761  -0.121
H -0.335 -4.291 -1.622  0.090
H 1.418 -2.067 -1.021  -1.210
C -4.314 2.441 -0.782  -1.371
C -3.017 2.658 -0.045  1.078
O -1.984 2.041 -0.732  0.922
H -4.547 1.376 -0.790  0.050
H -4.395 2.895 -1.770  0.333
H -5.130 2.908 -0.231  0.477
H -3.170 2.279 0.966  -0.530
H -2.688 3.693 0.043  -0.006
H -1.524 2.668 -1.296  -0.223
C -2.873 -5.074 0.038  -0.260
C -2.738 -6.597 0.034  -0.598
O -3.835 -7.078 -0.646  -0.536
H -3.700 -4.775 0.682  0.541
H -3.092 -4.608 -0.923  0.068
H -1.927 -4.669 0.398  -0.158
H -2.664 -6.918 1.073  0.340
H -1.837 -6.888 -0.508  0.284
H -3.854 -8.033 -0.552  0.312
C 2.529 -1.105 3.813  -0.424
C 2.957 0.266 3.374  -0.509
O 1.808 0.847 2.853  -0.738
H 2.400 -1.781 2.968  -0.114
H 1.572 -1.152 4.332  0.069
H 3.268 -1.534 4.490  0.485
H 3.729 0.155 2.612  0.227
H 3.343 0.944 4.134  0.436
H 1.790 0.579 1.931  -0.060
C -2.528 -3.074 3.594  -1.070
C -1.292 -2.140 3.452  0.208
O -0.762 -2.312 2.182  2.840
H -3.266 -2.826 2.831  -0.058
H -2.975 -2.973 4.582  0.512
H -2.179 -4.102 3.491  0.171
H -0.572 -2.183 4.269  0.141
H -1.662 -1.116 3.506  -0.328
H -0.361 -3.178 2.080  -0.609
C 0.701 -5.196 4.333  -1.078
C 0.409 -5.771 2.908  -0.242
O 0.491 -4.634 2.050  -0.074
H 0.693 -6.049 5.012  0.437
H 0.001 -4.491 4.782  0.183
H 1.690 -4.776 4.513  0.304
H -0.567 -6.249 2.826  0.157
H 1.089 -6.565 2.600  0.367
H 1.410 -4.355 2.035  -0.087
C 2.966 4.311 -3.939  -1.659
C 3.430 4.628 -2.478  1.180
C 3.456 6.186 -2.331  -1.097
C 3.658 6.646 -0.864  -0.794
C 2.536 5.949 -0.004  -1.419
C 2.456 4.416 -0.100  1.730
N 2.467 4.046 -1.527  0.386
O 2.235 2.677 -1.640  1.436
C 3.620 3.744 0.693  -1.316
C 1.127 4.065 0.559  -1.918
C 4.894 4.114 -2.292  -1.841
H 3.436 4.938 -4.697  0.390
H 1.887 4.186 -4.035  0.075
H 3.270 3.272 -4.072  0.452
H 4.180 6.630 -3.014  0.398
H 2.484 6.552 -2.661  0.328
H 3.507 7.726 -0.836  0.484
H 4.620 6.340 -0.453  0.327
H 1.557 6.363 -0.244  0.407
H 2.691 6.213 1.043  0.455
H 3.927 4.254 1.606  0.415
H 3.358 2.689 0.779  0.128
H 4.514 3.819 0.075  0.142
H 0.289 4.719 0.320  -0.036
H 0.913 3.051 0.222  0.085
H 1.155 3.910 1.638  0.646
H 5.358 4.604 -1.437  0.394
H 5.449 4.277 -3.216  0.474
H 4.929 3.057 -2.028  0.210
H 3.012 2.321 -1.203  -0.161

Cartesian forces (eV/Å) of the 3 atoms listed first:
-0.4 -0.4 0.2
-0.2 0.0 0.7
-2.4 -1.1 0.0

electronic energy: -2899.24464 Eh
Kohn-Sham gap: 9.10 eV